No. 1
Below is C31H25Cl2EuF6N6O7S2 as an isolated structure, with properties calculated with ωB97M-V/def2-TZVPD.

```
80
Properties=species:S:1:pos:R:3:forces:R:3
Eu 0.736 0.426 -0.284 -2.4 0.9 -0.5
O 2.398 -3.759 -1.452 0.2 0.0 -0.1
C 1.798 -4.490 -0.500 -0.2 0.0 0.3
C 1.946 -5.880 -0.540 0.1 0.1 -0.1
C 1.358 -6.676 0.419 0.1 0.0 -0.1
C 0.590 -6.113 1.430 -0.1 -0.1 0.2
C 0.417 -4.747 1.470 0.1 0.0 -0.1
C 1.024 -3.916 0.525 0.2 -0.1 -0.2
C 0.817 -2.456 0.592 -0.7 0.5 0.8
O 1.465 -1.670 -0.198 0.4 -1.3 0.1
N -0.067 -2.058 1.479 0.3 -0.7 0.1
N -0.374 -0.708 1.509 -0.4 -0.4 0.9
C -1.097 -0.428 2.530 0.2 -0.4 -0.4
S -1.692 1.173 2.871 -0.3 0.0 0.4
C -2.991 0.544 4.015 0.2 0.2 -0.4
C -2.393 -0.591 4.812 0.3 -0.2 -0.3
S -1.550 -1.720 3.638 -0.2 0.2 0.3
H 2.233 -2.810 -1.248 -0.1 -0.1 0.0
H 2.534 -6.309 -1.335 0.1 0.0 -0.1
H 1.503 -7.746 0.378 0.0 -0.1 0.0
H 0.131 -6.743 2.178 0.0 0.0 0.0
H -0.184 -4.274 2.232 0.0 0.0 0.1
H -3.830 0.198 3.409 0.0 0.0 0.0
H -3.317 1.369 4.645 0.0 0.1 0.0
H -3.157 -1.167 5.331 0.0 0.0 0.0
H -1.655 -0.233 5.531 -0.1 0.1 0.0
O -6.110 1.515 -4.943 -2.0 -0.9 -1.0
N -5.179 2.143 -4.491 2.6 -2.2 2.3
O -5.001 3.324 -4.683 0.2 2.7 -0.7
C -4.244 1.417 -3.647 -0.8 1.6 -1.0
C -4.605 0.140 -3.328 -0.1 -1.8 0.6
C -3.838 -0.649 -2.441 -0.5 1.0 -0.7
C -4.210 -1.958 -2.085 0.3 -0.4 0.4
C -3.459 -2.621 -1.150 -0.3 0.3 -0.3
C -2.360 -1.965 -0.581 0.1 -0.7 0.5
N -1.955 -0.760 -0.929 0.1 0.5 -0.3
C -2.667 -0.104 -1.866 0.1 -0.5 0.4
C -2.206 1.189 -2.309 0.1 0.3 -0.2
N -0.977 1.566 -1.901 -0.1 0.0 0.0
C -0.499 2.716 -2.339 -0.1 0.7 -0.1
C -1.242 3.601 -3.124 0.4 -0.4 0.3
C -2.497 3.240 -3.544 0.1 0.0 0.0
C -3.006 1.979 -3.178 0.1 0.1 0.0
H -5.512 -0.274 -3.747 0.1 0.1 0.0
H -5.077 -2.406 -2.546 -0.1 -0.1 -0.1
H -3.702 -3.626 -0.844 0.0 -0.1 0.1
H -1.793 -2.466 0.193 0.0 0.0 0.0
H 0.523 2.953 -2.080 -0.1 0.0 0.1
H -0.812 4.549 -3.406 0.1 0.1 0.0
H -3.075 3.902 -4.167 -0.1 -0.1 0.0
C 1.792 3.306 2.492 -0.1 0.0 -0.4
C 1.445 3.341 0.987 0.6 0.9 0.3
O 0.574 2.399 0.590 0.1 0.4 0.3
C 0.891 4.761 0.663 -0.3 0.0 -0.3
F 1.761 5.747 0.942 0.4 0.1 0.2
F 0.552 4.910 -0.623 0.0 -0.1 -0.1
F -0.212 5.029 1.368 -0.3 -0.2 0.4
C 2.771 3.188 0.178 0.0 -0.4 -0.2
F 3.771 3.993 0.559 0.1 0.2 0.2
F 3.238 1.919 0.322 0.0 0.3 0.2
F 2.593 3.364 -1.133 0.1 0.2 0.0
H 0.888 3.515 3.059 0.0 0.0 0.0
H 2.561 4.033 2.737 0.0 0.1 0.1
H 2.138 2.305 2.736 0.0 0.0 0.0
C 4.894 0.990 3.670 0.1 -0.1 0.0
C 4.487 -0.359 3.061 0.8 0.1 0.4
C 3.239 -0.225 2.371 -1.1 0.0 -0.5
N 2.257 -0.030 1.813 0.6 0.0 0.3
H 5.866 0.893 4.145 0.1 0.0 0.1
H 4.169 1.313 4.414 0.0 0.0 0.0
H 4.956 1.753 2.898 0.0 0.0 0.0
H 4.396 -1.122 3.839 0.0 0.0 -0.2
H 5.232 -0.683 2.327 -0.1 -0.1 0.2
Cl 0.264 -1.274 -2.823 -0.1 -0.4 -0.4
C 1.438 -0.398 -3.813 0.6 0.2 0.3
Cl 0.607 0.959 -4.570 0.2 0.1 -0.6
C 2.592 0.143 -2.856 -0.5 -1.0 -2.1
O 3.723 -0.080 -3.217 0.5 0.0 0.1
O 2.155 0.741 -1.844 0.7 0.6 0.0
H 1.825 -1.050 -4.596 0.0 0.1 0.3
```
Forces are in eV/Å.

- 2S+1: 8
- LUMO energy (spin up / spin down): 1.7 / 1.7 eV
- Energy: -5077.999220 Eh
- Gap between HOMO and LUMO (spin up / spin down): 3.92 / 7.22 eV
- Total charge: -1

No. 2
Below is C31H25Cl4FN6O7ReS4 as an isolated structure, with properties calculated with ωB97M-V/def2-TZVPD.

```
79
Properties=species:S:1:pos:R:3:forces:R:3
Re 0.417 0.054 0.184 0.0 1.5 -1.4
Cl -2.964 4.737 -3.490 -0.1 0.0 0.0
C -1.719 3.825 -2.725 0.2 0.0 0.0
C -0.384 4.143 -2.958 -0.2 -0.1 0.1
Cl 0.034 5.472 -3.971 0.0 0.0 0.0
C 0.620 3.376 -2.367 0.0 -0.2 0.2
Cl 2.291 3.724 -2.618 0.1 0.0 -0.1
C 0.300 2.292 -1.560 -0.7 0.1 -0.2
O 1.197 1.474 -1.043 0.1 -0.5 0.7
C -1.059 1.985 -1.289 0.5 0.7 -0.6
O -1.292 0.949 -0.505 0.6 -1.0 0.7
C -2.051 2.760 -1.884 0.1 -0.2 0.2
Cl -3.696 2.378 -1.543 -0.1 -0.1 0.0
F -1.299 -5.813 2.666 -0.1 0.0 0.1
C -1.190 -4.665 3.365 0.0 0.1 -0.3
C -1.085 -3.481 2.689 0.0 -0.1 0.0
C -1.002 -2.287 3.408 0.0 -0.2 0.1
C -0.679 -1.072 2.694 0.1 0.2 0.4
O -0.503 -1.188 1.457 -0.3 -0.2 0.1
C -0.544 0.115 3.466 0.1 0.1 -0.6
C -0.801 0.052 4.797 -0.1 -0.3 0.2
N -1.073 -1.089 5.481 0.2 0.3 -0.1
C -1.380 -1.059 6.886 -0.1 -0.1 0.2
C -0.815 -0.004 7.779 0.0 0.1 -0.1
C -0.317 -1.414 7.892 0.1 -0.1 0.0
C -1.099 -2.298 4.806 0.0 -0.1 -0.2
C -1.161 -3.526 5.472 -0.1 -0.1 0.0
C -1.168 -4.718 4.756 0.0 0.2 0.2
N -1.081 -5.946 5.459 0.0 -0.1 0.0
C -0.522 -7.126 4.819 0.1 0.0 0.1
C -0.017 -8.060 5.949 -0.1 -0.1 -0.4
N 0.097 -7.222 7.182 0.0 0.0 0.0
C -1.260 -6.858 7.690 -0.4 0.2 0.0
C -2.048 -6.291 6.479 0.1 -0.1 0.0
C -0.026 1.455 2.945 -0.1 0.1 0.5
O 0.009 2.374 3.752 0.0 -0.1 -0.2
O 0.388 1.533 1.732 0.0 -0.6 -0.6
H -1.060 -3.454 1.609 0.2 -0.1 -0.1
H -0.758 0.969 5.364 0.0 0.0 0.0
H -2.389 -1.397 7.093 0.0 0.0 0.0
H -1.463 0.379 8.553 0.0 0.0 0.0
H -0.150 0.735 7.354 0.0 0.0 0.0
H -0.595 -1.995 8.762 -0.1 0.0 0.0
H 0.671 -1.624 7.505 0.0 0.1 -0.1
H -1.151 -3.551 6.553 0.0 0.0 0.0
H 0.305 -6.819 4.181 0.0 0.0 0.0
H -1.241 -7.668 4.200 0.0 0.0 0.0
H 0.952 -8.488 5.709 0.0 0.0 0.1
H -0.717 -8.866 6.156 0.0 0.0 0.1
H 0.516 -6.338 6.869 0.1 0.0 0.1
H 0.671 -7.655 7.901 0.0 0.0 0.0
H -1.137 -6.119 8.480 0.1 0.0 0.0
H -1.731 -7.747 8.104 0.1 -0.1 0.0
H -2.615 -5.413 6.773 0.0 0.0 0.0
H -2.760 -7.041 6.114 0.0 0.0 0.0
O 2.638 -5.810 -3.880 0.0 0.0 -0.1
C 2.293 -5.045 -3.014 0.0 0.0 0.2
S 2.695 -5.219 -1.309 -0.1 0.1 0.1
C 1.854 -3.791 -0.665 -0.4 0.4 -0.8
C 1.211 -3.040 -1.612 0.6 -0.6 0.3
S 0.229 -1.575 -1.594 -0.2 0.5 0.5
S 1.317 -3.604 -3.288 0.0 0.0 -0.2
S 2.002 -3.584 1.015 -0.2 0.2 0.8
C 3.932 1.520 3.625 -0.1 0.0 0.0
N 3.847 0.940 2.290 -0.1 -0.1 0.1
C 4.728 1.282 1.326 0.0 -0.1 -0.3
C 4.620 0.797 0.073 0.1 0.2 0.1
C 3.448 0.055 -0.252 0.1 -0.3 -0.2
N 2.509 -0.184 0.679 -0.2 0.2 0.2
C 2.782 0.072 2.012 0.3 -0.2 0.1
O 2.136 -0.403 2.923 -0.1 0.1 -0.1
N 3.296 -0.413 -1.484 -0.1 0.2 0.1
H 4.977 1.637 3.907 0.0 0.0 0.0
H 3.432 0.853 4.319 0.1 0.0 0.0
H 3.425 2.486 3.650 0.0 0.0 0.0
H 5.529 1.946 1.620 0.0 0.0 0.0
H 5.341 1.042 -0.690 0.0 0.0 0.0
H 3.891 -0.059 -2.212 0.0 0.0 0.0
H 2.383 -0.769 -1.766 0.0 -0.1 0.0
```
Forces are in eV/Å.

- 2S+1: 4
- LUMO energy (spin up / spin down): -1.8 / -1.8 eV
- Energy: -5663.231040 Eh
- ΔE to the lowest compared entry with this formula, charge and spin: 27.4 kcal per mole
- Gap between HOMO and LUMO (spin up / spin down): 3.51 / 3.55 eV

- The highest energy belongs to which entry?
  C31H25Cl2EuF6N6O7S2

- Among the records above, which one has the highest energy?
  C31H25Cl2EuF6N6O7S2